200
Properties=species:S:1:pos:R:3:forces:R:3 method="wB97M-V/def2-TZVPD" homo_ev=-8.8 relative_energy_kj_mol=0.0 homo_lumo_gap_ev=8.89
C -2.148 3.950 -4.361 1.1 -0.2 0.5
C -2.044 4.438 -5.806 -2.2 0.4 0.9
C -0.699 5.003 -6.146 0.5 -0.3 -0.8
O -0.401 6.086 -5.306 0.0 -0.1 0.1
C 0.668 6.853 -5.807 -0.1 0.2 0.2
N -2.444 3.383 -6.740 1.0 -0.3 -0.1
H -1.878 4.697 -3.609 0.2 0.2 -0.3
H -1.422 3.128 -4.294 -0.2 -0.1 0.4
H -3.123 3.601 -4.019 -0.1 -0.2 -0.6
H -2.789 5.243 -5.871 0.2 0.1 -0.4
H -0.645 5.303 -7.203 -0.4 0.2 0.0
H 0.066 4.207 -6.103 0.0 0.1 0.4
H 1.556 6.231 -5.956 0.1 0.1 -0.1
H 0.892 7.634 -5.081 0.0 -0.1 0.1
H 0.386 7.355 -6.740 0.1 -0.2 -0.1
H -3.352 3.000 -6.506 -0.1 0.4 0.1
H -1.824 2.601 -6.522 -0.1 -0.1 -0.3
C 0.785 0.269 -6.556 -0.7 0.3 0.3
C 2.095 0.826 -6.033 1.4 -1.8 -0.1
C 1.889 1.871 -4.958 -0.2 1.2 -0.4
O 3.087 2.302 -4.320 -0.3 -0.3 0.1
C 3.923 3.012 -5.199 0.6 -0.5 -0.8
N 3.024 -0.241 -5.517 -0.7 -0.1 0.8
H 0.821 -0.068 -7.589 0.2 0.0 0.0
H 0.032 1.060 -6.482 -0.1 -0.1 -0.2
H 0.368 -0.544 -5.959 0.3 0.0 0.1
H 2.689 1.100 -6.907 -0.4 1.2 0.1
H 1.180 1.508 -4.212 0.3 -0.2 0.2
H 1.429 2.784 -5.362 -0.2 -0.2 -0.3
H 4.154 2.438 -6.108 -0.1 -0.2 0.1
H 4.884 3.138 -4.707 -0.1 0.4 0.1
H 3.504 3.950 -5.581 -0.1 0.1 0.5
H 2.494 -0.968 -5.037 -0.1 0.1 -0.3
H 3.508 0.181 -4.725 0.3 0.0 -0.3
C 1.820 6.106 0.589 -0.5 0.5 -0.3
C 1.182 5.107 -0.374 0.8 -0.3 -0.3
C 0.302 4.108 0.360 0.6 -1.3 0.4
O -0.896 4.523 0.943 -0.4 0.9 0.0
C -2.032 4.359 0.089 0.8 -0.8 0.1
N 0.550 5.768 -1.501 -0.8 0.1 0.2
H 1.038 6.482 1.252 0.2 -0.2 0.3
H 2.202 6.998 0.089 0.1 -0.2 -0.3
H 2.661 5.652 1.114 -0.2 0.0 0.3
H 1.979 4.421 -0.723 0.0 0.1 0.0
H 0.922 3.695 1.173 0.0 0.5 0.2
H 0.192 3.177 -0.225 -0.6 0.5 -0.5
H -2.915 4.779 0.555 0.0 0.0 0.2
H -2.113 3.274 -0.030 -0.6 0.2 -0.2
H -1.890 4.806 -0.895 0.0 0.2 0.0
H -0.124 5.169 -1.959 0.1 -0.1 -0.1
H 1.187 6.102 -2.209 0.2 0.0 0.2
C -0.417 -1.654 1.545 -0.4 0.2 -0.4
C -0.086 -0.859 0.295 0.4 0.0 0.2
C -0.724 0.521 0.352 0.4 0.4 -0.2
O -0.583 1.162 -0.921 -0.6 -0.4 0.3
C -1.770 1.102 -1.720 0.7 -0.2 -0.2
N 1.374 -0.679 0.209 -0.2 0.9 0.2
H -0.050 -2.678 1.500 0.3 0.1 0.1
H -1.500 -1.710 1.687 0.0 0.0 0.1
H 0.027 -1.141 2.393 -0.1 -0.2 0.3
H -0.504 -1.292 -0.624 0.0 -0.4 0.2
H -0.228 1.219 1.039 0.1 -0.4 0.3
H -1.766 0.429 0.679 0.0 -0.1 -0.7
H -2.507 1.826 -1.372 -0.1 0.0 -0.2
H -2.194 0.092 -1.743 -0.1 0.0 0.2
H -1.400 1.313 -2.722 -0.5 0.3 -0.1
H 1.874 -1.418 -0.268 -0.3 -0.2 -0.1
H 1.507 0.138 -0.383 0.3 -0.1 0.0
C -1.370 -5.577 3.387 0.5 -0.1 -0.3
C -2.845 -5.927 3.210 -0.1 0.0 0.3
C -3.691 -4.646 3.318 0.8 -0.8 0.0
O -3.500 -4.178 4.627 -0.3 0.2 0.3
C -4.048 -2.901 4.836 0.4 0.2 0.2
N -3.082 -6.662 1.990 -0.1 -0.2 -0.1
H -1.027 -5.648 4.417 -0.3 0.3 0.1
H -1.177 -4.567 3.014 0.1 0.0 0.1
H -0.697 -6.254 2.850 -0.3 -0.1 -0.2
H -3.147 -6.549 4.061 0.0 0.0 0.0
H -4.739 -4.898 3.114 -0.1 0.3 0.0
H -3.294 -3.918 2.596 -0.3 0.1 -0.1
H -3.836 -2.586 5.858 -0.1 -0.3 0.0
H -5.134 -2.906 4.691 0.0 0.1 -0.2
H -3.546 -2.162 4.196 -0.3 0.0 -0.2
H -2.386 -6.724 1.271 0.1 0.3 0.1
H -4.025 -6.813 1.681 0.0 0.1 0.0
C 6.880 4.365 -2.080 0.3 -1.1 -0.1
C 5.369 4.178 -1.978 0.9 1.0 0.8
C 4.938 2.788 -1.580 -0.5 -0.5 -0.7
O 5.350 2.447 -0.277 0.2 -0.3 -0.3
C 4.689 1.263 0.144 0.3 0.5 0.3
N 4.860 5.191 -1.038 -0.9 -0.2 0.4
H 7.272 3.665 -2.828 0.0 0.2 -0.1
H 7.381 4.055 -1.159 -0.2 0.2 0.1
H 7.180 5.376 -2.339 -0.2 0.1 0.0
H 4.949 4.426 -2.953 -0.2 -0.2 0.0
H 5.273 2.019 -2.295 0.3 0.1 0.0
H 3.840 2.750 -1.683 0.0 0.0 0.3
H 3.667 1.564 0.399 -0.2 -0.5 0.1
H 5.235 0.874 1.002 -0.2 0.2 0.2
H 4.685 0.459 -0.598 -0.1 0.2 -0.2
H 5.334 5.181 -0.138 0.6 -0.2 -0.3
H 3.938 4.870 -0.739 -0.1 0.4 -0.3
C 0.869 -3.302 6.910 -0.6 0.5 1.2
C -0.291 -2.662 6.154 -1.0 -1.7 -0.9
C -1.176 -1.681 6.887 1.2 0.9 -0.1
O -1.632 -2.181 8.120 -0.3 -0.3 -0.5
C -2.743 -1.480 8.608 0.0 0.5 0.0
N -0.009 -2.132 4.806 1.6 0.4 0.5
H 1.720 -2.649 7.119 0.1 0.0 -0.4
H 1.138 -4.251 6.451 0.4 0.2 -0.2
H 0.476 -3.562 7.902 0.1 -0.1 -0.1
H -0.929 -3.539 5.948 -0.2 0.2 0.1
H -1.989 -1.388 6.214 -0.1 -0.2 0.1
H -0.560 -0.775 7.039 -0.3 0.1 0.2
H -2.514 -0.414 8.763 0.2 -0.2 0.4
H -3.014 -1.987 9.530 -0.2 0.3 0.1
H -3.608 -1.427 7.929 0.1 -0.6 -0.1
H 0.753 -2.724 4.459 -0.5 -0.3 -0.4
H 0.559 -1.275 4.930 -0.8 -0.1 0.1
C 4.774 -1.968 1.768 0.4 -0.4 -0.2
C 4.190 -2.713 2.988 -0.3 1.6 -1.7
C 4.294 -1.812 4.200 0.0 -1.2 1.3
O 5.650 -1.538 4.474 0.4 -0.1 -1.0
C 5.896 -0.653 5.512 -0.4 0.7 1.2
N 2.780 -2.938 2.705 -0.8 -0.7 1.0
H 5.852 -1.791 1.782 0.0 -0.1 0.2
H 4.280 -1.002 1.658 -0.1 0.0 0.1
H 4.528 -2.545 0.872 0.1 0.0 -0.1
H 4.680 -3.675 3.138 0.2 0.1 0.2
H 3.903 -2.381 5.059 -0.3 0.3 0.0
H 3.694 -0.903 4.070 0.1 0.0 -0.1
H 6.103 -1.132 6.481 0.0 -0.4 -0.2
H 5.030 -0.011 5.713 0.0 0.0 -0.2
H 6.747 -0.002 5.305 0.0 -0.1 -0.3
H 2.566 -3.454 1.863 0.2 0.1 -0.1
H 2.207 -2.105 2.679 0.3 0.2 0.0
C -1.523 -3.868 -1.232 0.6 0.9 0.5
O -2.348 -3.332 -1.976 0.8 -0.9 -1.3
N -0.225 -4.033 -1.578 0.4 -0.6 0.2
N -1.778 -4.180 0.078 0.3 0.0 -0.9
H 0.417 -4.429 -0.902 -0.2 0.1 0.1
H 0.154 -3.807 -2.482 -0.5 0.3 -0.1
H -2.715 -4.410 0.356 0.0 0.0 0.2
H -0.960 -4.414 0.619 -0.4 -0.5 0.4
C -4.348 0.376 2.424 1.2 -1.4 0.0
O -4.394 -0.360 1.438 -0.6 0.0 0.4
N -5.247 0.362 3.454 0.0 1.1 0.1
N -3.249 1.147 2.621 -0.3 0.6 0.2
H -5.854 -0.395 3.701 0.0 -0.1 -0.5
H -5.249 1.180 4.038 -0.1 -0.2 0.3
H -3.012 1.554 3.507 -0.1 0.0 0.0
H -2.522 1.097 1.930 -0.2 0.2 0.1
C 1.077 -1.760 -3.225 -0.5 0.6 0.2
O 2.032 -1.758 -2.465 0.3 -0.5 -0.4
N 0.108 -0.812 -3.164 -0.2 0.3 -0.1
N 0.808 -2.726 -4.175 -0.2 -0.2 -0.3
H 0.154 -0.114 -2.436 0.2 -0.1 0.1
H -0.699 -0.751 -3.772 0.1 -0.1 -0.1
H 0.074 -2.517 -4.832 0.0 -0.1 0.0
H 1.489 -3.383 -4.515 0.4 0.3 0.3
C 2.065 1.126 4.484 0.8 -1.6 -1.3
O 1.444 0.367 5.220 0.2 0.8 0.5
N 3.217 1.770 4.833 -0.6 0.3 0.2
N 1.818 1.114 3.125 -0.1 0.6 1.3
H 3.572 1.639 5.761 -0.1 0.3 0.1
H 3.678 2.376 4.181 0.2 0.0 0.1
H 2.273 1.761 2.510 -0.1 -0.3 -0.4
H 1.188 0.388 2.841 -0.1 0.2 -0.6
C -5.439 1.930 -0.981 0.1 -1.2 0.8
O -4.917 3.028 -0.959 -0.1 0.2 -0.4
N -6.374 1.494 -0.074 0.0 0.5 -0.4
N -5.115 0.896 -1.839 -0.4 1.6 0.3
H -6.623 2.062 0.711 0.0 0.0 0.0
H -6.712 0.557 -0.200 -0.3 0.0 0.4
H -4.537 1.162 -2.613 0.2 -0.6 0.0
H -5.278 -0.027 -1.486 0.4 -0.4 -0.6
C -5.442 -2.457 -0.984 0.1 1.7 -0.1
O -5.786 -2.693 -2.143 -0.1 -0.6 0.1
N -4.155 -2.343 -0.583 -1.2 -0.1 0.2
N -6.326 -2.011 -0.027 0.1 -0.2 0.3
H -3.937 -2.063 0.360 0.0 0.1 -0.2
H -3.450 -2.600 -1.270 0.2 -0.1 0.3
H -5.890 -1.585 0.780 -0.5 0.0 0.1
H -7.317 -2.067 -0.153 0.0 -0.1 -0.1
C 2.012 -5.953 0.506 -0.1 1.3 -0.8
O 1.120 -5.140 0.739 -0.1 -0.2 0.2
N 3.225 -5.869 1.117 0.4 -0.9 0.0
N 1.941 -6.848 -0.526 0.7 -0.3 0.9
H 3.371 -5.363 1.974 -0.5 0.1 0.1
H 3.923 -6.561 0.900 0.1 0.1 0.0
H 1.233 -6.815 -1.233 -0.2 0.0 0.2
H 2.616 -7.591 -0.502 -0.2 -0.1 -0.5
C -3.628 -0.196 -4.572 0.0 0.0 -0.2
O -2.546 0.347 -4.814 0.2 -0.5 0.3
N -4.792 0.409 -4.986 0.5 -0.2 0.1
N -3.796 -1.362 -3.898 -0.1 0.5 -0.5
H -5.692 0.039 -4.740 -0.1 0.2 0.1
H -4.673 1.369 -5.251 -0.3 0.0 -0.1
H -3.028 -1.990 -3.723 0.0 0.1 0.2
H -4.736 -1.705 -3.774 0.1 -0.4 0.4

78
Properties=species:S:1:pos:R:3:forces:R:3 method="wB97M-V/def2-TZVPD" homo_ev="-12.8 / -13.9" total_charge=+2 spin_multiplicity=4 homo_lumo_gap_ev="6.64 / 5.06"
F -4.989 -0.445 2.601 1.1 -0.1 -0.2
C -3.705 -0.629 2.247 -0.7 0.0 0.0
C -3.225 -0.123 1.041 -0.5 0.3 -0.4
F -4.030 0.608 0.242 0.7 -0.6 0.8
C -1.921 -0.416 0.660 0.1 0.6 -0.7
F -1.478 0.194 -0.465 -0.3 -0.5 0.7
C -1.067 -1.246 1.388 -0.6 -0.1 0.3
Si 0.675 -1.637 0.839 0.6 0.7 0.3
C 0.937 -1.394 -0.984 -0.1 -0.1 -0.4
C 2.083 -0.824 -1.541 0.8 0.3 0.4
F 3.059 -0.322 -0.739 -0.7 -0.5 -0.7
C 2.311 -0.755 -2.911 0.7 0.3 -0.3
F 3.455 -0.228 -3.393 -1.0 -0.4 0.5
C 1.361 -1.262 -3.790 0.0 0.0 -0.9
F 1.566 -1.215 -5.117 -0.2 -0.1 1.2
C 0.186 -1.814 -3.285 -0.4 -0.2 0.0
F -0.757 -2.323 -4.098 0.6 0.4 0.4
C -0.006 -1.839 -1.910 -0.1 -0.1 -0.3
F -1.185 -2.327 -1.467 0.2 0.0 -0.1
C 1.840 -0.526 1.819 0.1 -0.3 0.3
C 1.475 0.778 2.171 -0.4 0.3 0.0
F 0.248 1.263 1.828 0.8 -0.4 0.2
C 2.313 1.645 2.867 -0.2 0.6 0.3
F 1.889 2.873 3.226 0.3 -1.0 -0.4
C 3.586 1.219 3.233 0.5 0.3 0.5
F 4.411 2.024 3.930 -0.9 -0.8 -0.8
C 3.992 -0.074 2.903 0.5 -0.5 0.0
F 5.222 -0.510 3.237 -0.9 0.4 -0.2
C 3.125 -0.918 2.213 0.1 0.0 -0.1
F 3.576 -2.150 1.864 -0.2 0.7 0.2
O 1.104 -3.295 1.215 -0.5 -0.4 -0.4
C 0.872 -4.415 0.587 -0.5 0.2 0.2
C 1.558 -5.653 0.704 2.2 2.0 -0.5
C 1.312 -6.369 -0.572 0.3 0.2 -0.4
C -0.070 -5.876 -0.907 -0.4 0.8 -0.2
O -0.107 -4.491 -0.300 0.1 -0.7 -0.5
C -1.580 -1.691 2.610 0.3 -0.3 0.0
F -0.801 -2.500 3.376 -0.5 0.4 -0.4
C -2.870 -1.400 3.046 0.1 -0.6 0.5
F -3.347 -1.970 4.170 0.3 0.5 -0.7
H 2.495 -5.632 1.258 -0.3 -0.3 -0.1
H 2.018 -5.968 -1.313 0.1 -0.1 0.0
H 1.415 -7.450 -0.542 0.1 0.2 -0.2
H -0.278 -5.766 -1.974 0.0 0.1 0.3
H -0.842 -6.469 -0.415 0.0 0.3 0.0
O -2.913 -4.604 -2.203 -1.8 -1.4 3.5
C -3.415 -5.056 -1.250 2.2 1.8 -3.9
Cr -4.178 -6.033 0.169 0.9 0.9 -1.2
C -3.150 -7.506 -0.454 2.0 -4.4 -1.9
O -2.569 -8.402 -0.952 -2.2 3.8 2.2
C -5.426 -6.546 -1.159 -3.4 -3.5 -4.5
O -6.019 -7.051 -2.043 2.5 2.7 4.1
C -5.724 -5.131 1.432 -0.5 0.6 0.3
C -4.723 -4.180 1.225 -0.8 0.7 -0.4
C -3.377 -4.521 1.435 1.1 0.6 0.8
C -3.002 -5.748 2.027 0.4 0.5 -0.7
C -1.599 -6.087 2.145 0.8 -0.6 0.1
C -0.471 -6.575 2.134 -2.0 0.0 -0.3
C 0.638 -7.350 1.780 0.3 -2.6 1.5
C 1.730 -7.687 2.667 -0.7 0.4 -0.5
C 2.580 -8.798 2.433 0.7 -0.1 -0.1
C 3.784 -8.912 3.125 -0.3 -0.1 0.0
C 4.134 -7.947 4.094 0.1 0.3 -0.1
C 3.254 -6.886 4.390 -0.4 0.1 0.0
C 2.035 -6.797 3.716 0.8 0.3 0.6
C -4.035 -6.708 2.171 0.3 -1.2 1.0
C -5.379 -6.408 1.906 -0.5 -0.8 0.6
H -6.769 -4.888 1.230 0.4 -0.1 0.0
H -4.982 -3.180 0.852 0.1 -0.6 0.1
H -2.592 -3.806 1.177 -0.3 -0.2 0.1
H 0.525 -8.039 0.915 -0.4 0.6 1.0
H 2.287 -9.561 1.707 0.2 0.3 0.1
H 4.469 -9.751 2.926 -0.5 0.5 0.1
H 5.105 -8.010 4.604 -0.6 0.0 -0.2
H 3.516 -6.116 5.138 -0.1 -0.7 -0.4
H 1.310 -6.018 3.954 0.3 0.0 0.0
H -3.753 -7.712 2.495 -0.2 0.3 0.0
H -6.163 -7.155 2.094 0.5 0.3 -0.2

88
Properties=species:S:1:pos:R:3:forces:R:3 method="wB97M-V/def2-TZVPD" homo_ev=-2.2 total_charge=-2 relative_energy_kj_mol=224.1 homo_lumo_gap_ev=5.88
Bi 0.693 0.761 0.028 -0.5 -0.3 -0.4
C 3.122 0.762 -2.943 -0.1 -0.1 0.0
N 2.311 1.518 -2.001 0.1 0.1 0.0
C 1.227 2.230 -2.681 -0.1 0.0 0.0
C 0.285 1.284 -3.413 -0.1 -0.2 0.1
N -0.252 0.279 -2.513 0.2 0.2 0.0
C -0.510 -0.962 -2.913 0.0 -0.4 -0.1
C -1.319 -1.791 -2.065 0.0 0.0 0.0
F -1.810 -1.243 -0.936 0.3 -0.7 -0.7
C -1.666 -3.095 -2.321 0.0 0.0 0.1
F -2.453 -3.760 -1.460 0.0 0.0 0.0
C -1.229 -3.741 -3.469 0.0 0.0 0.0
F -1.564 -5.027 -3.729 0.0 0.0 0.0
C -0.438 -3.014 -4.327 0.0 0.0 0.1
F 0.027 -3.607 -5.441 0.1 0.0 -0.2
C -0.080 -1.704 -4.064 -0.1 0.2 0.2
F 0.763 -1.160 -4.984 0.1 0.2 -0.1
C 3.109 2.410 -1.167 0.0 0.1 0.1
C 3.862 1.717 -0.021 0.0 -0.4 0.2
N 3.095 0.713 0.748 0.1 0.1 -0.6
C 3.734 -0.422 1.146 0.5 0.4 0.5
C 4.625 -1.272 0.442 0.1 0.1 0.3
F 5.056 -0.970 -0.797 -0.2 0.2 -0.4
C 5.069 -2.491 0.930 0.0 0.0 0.1
F 5.836 -3.266 0.151 0.1 -0.1 -0.1
C 4.714 -2.940 2.183 0.1 0.1 -0.2
F 5.105 -4.142 2.627 0.1 -0.1 0.1
C 3.965 -2.090 2.971 -0.1 0.1 0.1
F 3.706 -2.426 4.242 0.0 -0.1 0.1
C 3.539 -0.879 2.479 -0.1 0.3 0.1
F 2.982 -0.037 3.364 -0.2 -0.1 -0.1
H 3.404 1.390 -3.805 0.0 0.0 0.0
H 2.581 -0.109 -3.313 0.0 0.0 0.0
H 4.029 0.418 -2.461 0.1 -0.1 0.1
H 1.624 2.952 -3.411 0.1 0.1 0.1
H 0.681 2.816 -1.931 0.0 0.1 -0.1
H 0.809 0.886 -4.276 0.1 -0.1 -0.2
H -0.533 1.904 -3.808 0.0 0.0 0.0
H 2.437 3.160 -0.748 -0.1 0.1 0.0
H 3.851 2.963 -1.767 0.0 0.0 0.0
H 4.128 2.529 0.667 0.1 0.0 0.0
H 4.804 1.303 -0.385 0.0 -0.1 -0.1
S 0.435 5.372 -0.529 0.1 -0.2 -0.1
C -0.816 4.831 0.506 -0.1 -0.1 0.1
C -2.058 5.523 0.505 0.1 -0.2 0.1
C -3.089 5.220 1.369 0.0 0.2 0.0
C -4.300 6.000 1.307 0.1 -0.1 0.0
N -5.253 6.641 1.235 0.0 0.0 0.0
C -2.937 4.197 2.322 -0.1 -0.1 0.1
C -1.746 3.478 2.323 0.0 0.1 0.0
C -0.717 3.741 1.429 0.1 0.0 0.0
S 0.782 2.794 1.599 0.0 0.4 0.1
C -3.958 3.903 3.281 0.0 0.0 -0.1
N -4.775 3.657 4.057 0.1 0.0 0.0
H -2.176 6.334 -0.198 0.0 0.0 0.0
H -1.614 2.709 3.072 0.0 -0.1 -0.1
N 1.799 -1.963 -0.540 -0.4 0.3 -0.3
C 1.145 -2.809 0.345 0.1 -0.2 -0.2
C 0.959 -4.142 0.061 0.0 -0.1 0.0
C 0.351 -5.013 0.980 0.0 0.0 0.1
C -0.042 -4.555 2.206 0.0 -0.1 -0.1
C 0.085 -3.181 2.510 0.0 -0.1 0.0
C -0.323 -2.650 3.754 -0.1 0.0 0.1
C -0.234 -1.316 3.985 -0.1 0.0 0.0
C 0.201 -0.481 2.942 0.0 0.0 -0.1
N 0.623 -0.938 1.788 0.1 -0.3 0.4
C 0.620 -2.289 1.559 -0.1 0.1 0.2
H 2.058 -2.383 -1.419 0.0 0.0 0.0
H 2.543 -1.397 -0.151 -0.3 -0.2 -0.1
H 1.320 -4.527 -0.887 0.0 0.0 0.0
H 0.235 -6.059 0.722 0.0 0.0 0.0
H -0.473 -5.220 2.947 0.0 0.0 0.0
H -0.725 -3.323 4.504 0.0 0.0 0.0
H -0.553 -0.874 4.920 0.0 0.0 0.0
H 0.199 0.599 3.057 0.0 0.0 0.0
Br -7.928 -0.356 0.859 -0.1 0.0 0.0
C -6.287 0.253 0.119 0.0 0.0 0.0
C -6.299 0.970 -1.065 0.1 0.0 -0.1
N -5.181 1.409 -1.638 0.0 0.0 0.1
C -4.022 1.155 -1.025 -0.1 0.0 0.0
C -3.929 0.444 0.166 0.0 0.1 0.1
C -5.093 -0.028 0.750 0.0 0.0 0.0
C -2.589 0.153 0.818 0.2 0.3 -0.1
O -2.545 -0.709 1.693 0.2 0.2 0.1
O -1.625 0.849 0.332 -0.2 0.2 0.8
H -7.232 1.200 -1.567 0.0 0.0 0.0
H -3.119 1.522 -1.499 0.0 0.0 0.0
H -5.036 -0.591 1.670 0.0 0.0 0.0